Record 1
Molecular formula: CH4N4
Method: DFT, ωB97M-V with the def2-TZVPD basis set

Its spin multiplicity is 1. Its HOMO energy (spin up / spin down) is -6.8 / -7.5 eV. The HOMO-LUMO gap (spin up / spin down) is 7.26 / 8.26 eV. The LUMO energy (spin up / spin down) comes out at 0.5 / 0.8 eV. The net charge is 0.

Cartesian coordinates (Å):
C: 0.23 -1.25 -0.15
N: 0.67 0.92 0.25
N: -0.78 0.79 0.13
N: 1.13 -0.35 0.37
N: -1.29 -0.39 0.14
H: 0.22 -2.26 0.11
H: 0.04 -1.00 -1.20
H: 1.03 1.86 0.22
H: -1.25 1.68 0.13

Atomic partial charges in e from the Mulliken method, atoms 1 to 4: -0.3319 0.1003 0.1507 -0.5417

---

Record 2
Molecular formula: C18H37BCl14IO5P
Method: DFT, ωB97M-V with the def2-TZVPD basis set

Its spin multiplicity is 1. Its HOMO energy is -8.6 eV. The structure (SMILES) is OB(O)O[C@H]1CO[C@H](P(O)I)C1.ClCCCl.ClCCCl.ClCCCl.ClCCCl.ClCCCl.ClCCCl.ClCCCl. The HOMO-LUMO gap is 8.60 eV. The LUMO energy comes out at 0.0 eV. The net charge is 0.

Cartesian coordinates (Å):
O: 4.23 0.97 1.40
B: 3.78 1.14 0.10
O: 4.45 0.53 -0.96
O: 2.68 1.94 -0.17
C: 1.53 1.08 0.03
C: 1.04 0.89 1.45
O: -0.07 0.00 1.23
C: -0.72 0.45 0.05
P: -1.22 -0.97 -1.08
O: -1.00 -2.25 -0.10
I: -3.67 -0.56 -1.22
C: 0.26 1.33 -0.78
H: 4.24 0.03 1.62
H: 4.23 -0.40 -0.98
H: 1.85 0.10 -0.34
H: 0.64 1.82 1.86
H: 1.74 0.43 2.14
H: -1.60 1.02 0.34
H: -1.05 -2.00 0.83
H: 0.44 0.94 -1.78
H: -0.18 2.32 -0.79
Cl: -2.60 -4.96 5.04
C: -3.33 -4.26 3.57
C: -2.31 -3.53 2.73
Cl: -1.71 -2.05 3.52
H: -4.13 -3.59 3.89
H: -3.76 -5.08 3.00
H: -2.78 -3.23 1.79
H: -1.46 -4.17 2.51
Cl: 1.16 4.41 0.94
C: 1.48 5.56 -0.38
C: 0.23 5.90 -1.14
Cl: -0.34 4.50 -2.09
H: 2.23 5.12 -1.04
H: 1.90 6.45 0.08
H: 0.42 6.70 -1.85
H: -0.57 6.21 -0.48
Cl: 4.10 0.46 -5.98
C: 2.81 1.39 -5.17
C: 2.83 1.20 -3.67
Cl: 2.36 -0.46 -3.20
H: 1.86 1.08 -5.59
H: 2.97 2.44 -5.40
H: 2.11 1.87 -3.21
H: 3.81 1.39 -3.25
Cl: 0.84 3.57 4.10
C: 2.61 3.69 4.01
C: 3.26 3.54 5.36
Cl: 2.92 4.92 6.43
H: 2.86 4.64 3.55
H: 2.95 2.89 3.35
H: 4.34 3.49 5.24
H: 2.93 2.64 5.86
Cl: -1.44 -3.53 -2.77
C: -1.14 -4.51 -4.22
C: -0.58 -3.69 -5.35
Cl: -1.77 -2.53 -5.99
H: -2.08 -4.99 -4.50
H: -0.42 -5.29 -3.94
H: -0.29 -4.34 -6.17
H: 0.29 -3.12 -5.03
Cl: -2.28 -9.23 9.27
C: -1.97 -8.38 7.73
C: -3.23 -8.14 6.94
Cl: -3.93 -9.66 6.32
H: -1.25 -8.97 7.16
H: -1.51 -7.42 7.98
H: -3.01 -7.51 6.08
H: -3.99 -7.65 7.55
Cl: -2.65 3.22 -4.30
C: -3.41 4.17 -5.60
C: -2.45 5.14 -6.23
Cl: -1.98 6.45 -5.13
H: -4.27 4.69 -5.17
H: -3.77 3.47 -6.34
H: -2.92 5.61 -7.10
H: -1.54 4.64 -6.56

Atomic partial charges in e from the Mulliken method, atoms 1 to 4: -0.5893 0.7364 -0.5574 -0.3346

---

Record 3
Molecular formula: C8H14N2PTl
Method: DFT, ωB97M-V with the def2-TZVPD basis set

Its spin multiplicity is 1. Its HOMO energy is -6.2 eV. The HOMO-LUMO gap is 6.12 eV. The LUMO energy comes out at -0.1 eV. The net charge is 0.

Cartesian coordinates (Å):
C: -0.39 0.46 -4.20
C: -1.19 1.44 -3.54
C: -0.32 2.37 -2.91
C: 1.02 1.96 -3.15
C: 0.98 0.77 -3.95
Tl: 0.25 -0.39 -1.07
P: -0.09 -3.34 -1.16
H: -0.75 -0.35 -4.83
H: -2.28 1.47 -3.54
H: -0.63 3.26 -2.35
H: 1.84 0.24 -4.35
H: 1.92 2.47 -2.82
H: 1.00 -4.09 -1.68
H: -1.15 -4.00 -1.83
H: -0.19 -3.95 0.13
C: 1.03 -0.65 4.10
N: -0.02 0.12 3.43
C: -1.09 0.67 4.25
C: 0.12 0.56 2.20
N: 0.16 1.07 1.14
H: 0.79 -0.57 5.17
H: 2.03 -0.26 3.85
H: 1.02 -1.71 3.78
H: -1.17 1.76 4.06
H: -2.06 0.23 3.98
H: -0.83 0.45 5.29

Atomic partial charges in e from the Mulliken method, atoms 1 to 4: -0.4987 -0.5139 -0.4734 -0.5858

---

Record 4
Molecular formula: C5H3NO2
Method: DFT, ωB97M-V with the def2-TZVPD basis set

Its spin multiplicity is 1. Its HOMO energy is -9.1 eV. The structure (SMILES) is N#Cc1cocc1O. The HOMO-LUMO gap is 9.54 eV. The LUMO energy comes out at 0.4 eV. The net charge is 0.

Cartesian coordinates (Å):
N: -2.97 -0.35 0.06
C: -1.81 -0.59 0.06
C: -0.32 -0.50 -0.07
C: 0.71 -1.46 -0.08
O: 1.91 -0.82 0.01
C: 1.75 0.51 0.16
C: 0.37 0.77 -0.03
O: -0.30 1.93 -0.12
H: 0.75 -2.57 -0.12
H: 2.65 1.05 0.04
H: 0.31 2.66 0.25

Atomic partial charges in e from the Mulliken method, atoms 1 to 4: -0.4503 0.1506 0.1534 -0.4186

---

Record 5
Molecular formula: C5H14N2O2SbSe6W
Method: DFT, ωB97M-V with the def2-TZVPD basis set

Its spin multiplicity is 1. Its HOMO energy (spin up / spin down) is -11.0 / -11.0 eV. The HOMO-LUMO gap (spin up / spin down) is 5.52 / 5.51 eV. The LUMO energy (spin up / spin down) comes out at -5.5 / -5.5 eV. The net charge is +1.

Cartesian coordinates (Å):
W: -1.94 0.80 0.50
O: -3.22 5.70 -0.98
C: -2.06 5.03 -0.51
C: -2.41 3.55 -0.33
C: -3.65 3.48 0.55
O: -3.91 2.06 0.82
C: -1.23 2.80 0.39
Se: -2.61 -0.05 2.51
C: -2.78 2.98 -1.73
Se: -2.79 1.01 -1.72
H: -3.00 6.61 -1.19
H: -1.72 5.44 0.45
H: -1.24 5.10 -1.23
H: -4.51 3.92 0.06
H: -3.48 3.99 1.50
H: -4.69 1.96 1.38
H: -1.36 3.05 1.46
H: -0.29 3.26 0.10
H: -2.03 3.26 -2.47
H: -3.75 3.34 -2.05
N: 0.40 0.24 1.10
N: 0.64 0.40 -0.32
H: 1.10 0.75 1.62
H: 0.54 -0.74 1.34
H: 1.05 -0.44 -0.72
H: 1.32 1.13 -0.49
Se: -2.04 -5.40 -1.70
Sb: -1.09 -3.66 -0.23
Se: -1.84 -1.30 -0.43
Se: -2.58 -5.43 0.69
Se: 1.23 -3.72 0.24

Atomic partial charges in e from the Mulliken method, atoms 1 to 4: 0.9689 -0.5021 -1.2384 0.9740

---

Record 6
Molecular formula: C6H9I2NO3
Method: DFT, ωB97M-V with the def2-TZVPD basis set

Its spin multiplicity is 1. Its HOMO energy is -9.5 eV. The HOMO-LUMO gap is 8.97 eV. The LUMO energy comes out at -0.5 eV. The net charge is 0.

Cartesian coordinates (Å):
C: 1.10 0.07 -0.95
C: 3.61 -0.13 -0.16
C: -1.77 0.83 -0.90
C: -1.99 -1.25 0.38
C: -0.67 0.63 1.34
C: -1.07 -0.05 0.07
N: 2.23 -0.84 -1.02
O: 1.19 1.26 -1.03
O: 3.49 -0.22 -1.46
O: 0.10 -0.71 -0.59
I: 4.57 -1.66 0.93
I: 3.44 1.61 0.92
H: -1.27 0.76 -1.88
H: -2.78 0.44 -1.10
H: -1.76 1.90 -0.64
H: -1.47 -1.94 1.16
H: -2.28 -1.96 -0.47
H: -3.02 -0.98 0.70
H: 0.41 0.20 1.46
H: -0.62 1.71 1.21
H: -1.44 0.31 2.02

Atomic partial charges in e from the Mulliken method, atoms 1 to 4: 0.5721 0.0792 -1.4626 -1.8560